(1)
13
Properties=species:S:1:pos:R:3:nbo_charge:R:1 method="wB97M-V/def2-TZVPD" multiplicity=1 de_lowest_kj_mol=133.20 orbital_gap_ev=8.1462 max_force_ev_per_a=2.84 lumo_ev=4.02 charge=-1
O -2.410 -0.880 -0.284 -0.788
C -2.557 -1.226 0.925 0.615
O -1.671 -1.111 1.851 -0.800
H -3.568 -1.598 1.221 0.014
C 0.282 0.138 0.269 -0.696
C 1.053 0.863 -0.818 -0.109
C 2.415 0.856 -1.009 -0.506
H -0.518 -0.519 -0.159 0.310
H 0.948 -0.441 0.845 0.194
H -0.303 0.820 0.927 0.232
H 0.483 1.476 -1.610 0.171
H 2.842 1.241 -1.928 0.183
H 3.003 0.383 -0.232 0.180



(2)
10
Properties=species:S:1:pos:R:3:nbo_charge:R:1 method="wB97M-V/def2-TZVPD" multiplicity=1 de_lowest_kj_mol=493.74 orbital_gap_ev="7.8742 / 7.9296" max_force_ev_per_a=2.76 lumo_ev="-0.95 / -1.20"
C 0.813 0.599 -0.466 -0.362
C -0.092 0.361 0.545 -0.306
C -0.867 1.468 1.034 0.239
N -1.481 2.385 1.386 -0.276
C -0.897 -1.452 -0.193 0.341
N -0.283 -2.339 -0.704 -0.727
H 0.666 -2.301 -1.039 0.415
H 1.259 1.583 -0.499 0.209
H 0.825 0.042 -1.396 0.207
H 0.057 -0.347 1.331 0.262



(3)
13
Properties=species:S:1:pos:R:3:nbo_charge:R:1 method="wB97M-V/def2-TZVPD" multiplicity=1 de_lowest_kj_mol=255.05 orbital_gap_ev=9.0771 max_force_ev_per_a=3.04 lumo_ev=-0.24 smiles="O=NNc1cnccn1"
C 0.403 -0.030 -0.002 0.314
C -0.475 -1.171 0.118 -0.040
C -2.186 0.208 -0.061 -0.044
C -1.317 1.325 0.011 0.024
H 1.992 -1.334 -0.172 0.389
H -0.070 -2.154 0.190 0.194
H -3.238 0.361 -0.003 0.199
H -1.707 2.355 0.018 0.205
N 2.764 0.550 0.120 0.288
N 1.749 -0.357 -0.126 -0.442
N -1.770 -1.011 -0.038 -0.352
N 0.012 1.243 -0.012 -0.391
O 3.843 0.014 -0.045 -0.344



(4)
16
Properties=species:S:1:pos:R:3:nbo_charge:R:1 method="wB97M-V/def2-TZVPD" multiplicity=1 de_lowest_kj_mol=161.50 orbital_gap_ev=8.4207 max_force_ev_per_a=6.25 lumo_ev=4.14 charge=-1
C 1.221 1.871 -0.713 -0.040
C 2.301 0.973 -0.002 -0.629
O 0.205 1.959 0.212 -0.765
H 1.630 2.896 -0.897 0.143
H 0.899 1.467 -1.735 0.132
H 2.849 0.690 -0.746 0.168
H -0.283 1.132 0.235 0.505
H 1.882 0.106 0.583 0.242
H 2.943 1.524 0.758 0.179
C -1.640 -1.952 -0.890 -0.750
C -0.961 -1.184 0.255 0.764
O -0.189 -1.885 0.910 -0.768
O -1.331 -0.027 0.580 -0.801
H -1.868 -3.007 -0.856 0.212
H -0.683 -2.118 -1.535 0.206
H -2.383 -1.305 -1.326 0.201



Look up the multiplicity of the third one.
1